(1)
C3H10N2O2 | the ωB97M-V functional and the def2-TZVPD basis

Calculated values
Spin multiplicity: 1
E_LUMO, eV: 1.0
E_HOMO, eV: -8.747
Structure (SMILES): C[C@@H](N)CN(O)O
ΔE to the lowest compared entry with this formula, charge and spin, eV: 4.583
HOMO-LUMO gap, eV: 9.7

Last column: Löwdin charge in e.
Positions of all 17 atoms, in Å:
C1 1.3527 1.0925 -1.0143  -0.0724
C2 0.6121 0.1963 -0.0213  -0.4691
N1 0.8779 0.4971 1.3746  0.0332
C3 -0.8879 0.2067 -0.3056  -0.1121
N2 -1.5972 -1.1524 -0.2361  -0.2129
O1 -2.1255 -1.3971 1.0585  -0.0433
O2 -0.6735 -2.1853 -0.4996  -0.0544
H1 1.2575 0.7149 -2.0284  0.0764
H2 2.4085 1.1471 -0.7585  0.0717
H3 0.9477 2.1013 -0.9831  0.0755
H4 0.9072 -0.8877 -0.2132  0.1371
H5 1.8168 0.2230 1.6362  0.0691
H6 0.7972 1.4965 1.5326  0.0720
H7 -1.4173 0.8495 0.3981  0.1175
H8 -1.0571 0.5152 -1.3432  0.1137
H9 -3.0028 -0.9851 1.0835  0.1017
H10 -0.2164 -2.4324 0.3196  0.0965


(2)
C14H37BeN3O7 | the ωB97M-V functional and the def2-TZVPD basis

Calculated values
Spin multiplicity: 1
E_LUMO, eV: -4.7
E_HOMO, eV: -7.491
ΔE to the lowest compared entry with this formula, charge and spin, eV: 9.966
HOMO-LUMO gap, eV: 2.8

Last column: Löwdin charge in e.
Positions of all 62 atoms, in Å:
Be1 0.2759 0.3163 1.6138  0.1249
C1 -2.5934 -1.7262 5.5614  -0.9634
O1 -3.0653 -1.1693 4.5641  0.2502
O2 -1.3764 -1.6036 5.7397  0.3080
O3 -3.1780 -2.2426 6.4790  0.2879
C2 -2.4165 -5.8401 -3.0316  -0.0877
C3 -2.0556 -4.3686 -3.2555  -0.3904
C4 -3.1509 -3.5667 -4.0541  -0.1779
O4 -2.6638 -2.2106 -4.1785  -0.1832
C5 -3.2603 -1.5415 -5.2505  -0.1363
N1 -1.8862 -3.7880 -1.8929  0.0234
H1 -3.1468 -5.9051 -2.2251  0.0755
H2 -1.5353 -6.3695 -2.6693  0.0707
H3 -2.6820 -6.5089 -3.8503  0.0708
H4 -1.1332 -4.2528 -3.8246  0.1316
H5 -4.1574 -3.8147 -3.7169  0.1243
H6 -3.0826 -3.9716 -5.0638  0.1083
H7 -4.2546 -1.2632 -4.9012  0.0886
H8 -3.3800 -2.1099 -6.1728  0.0777
H9 -2.6283 -0.7180 -5.5828  0.0884
H10 -1.4941 -4.5105 -1.3061  0.0527
H11 -2.7432 -3.7051 -1.3648  0.0654
C6 6.6838 -1.3222 4.2745  -0.0343
C7 5.7461 -1.1381 2.9816  -0.4169
C8 5.1022 -2.2485 2.2772  -0.2869
O5 4.3979 -1.7912 1.1722  -0.1824
C9 5.0783 -2.1151 -0.0972  -0.0578
N2 4.6790 -0.2066 3.3377  0.0334
H12 6.1097 -1.2926 5.2006  0.0628
H13 7.4339 -0.5318 4.2481  0.0649
H14 7.2364 -2.2610 4.2363  0.0597
H15 6.3517 -0.6435 2.2222  0.1294
H16 4.4254 -2.6929 3.0070  0.1276
H17 5.7693 -3.0808 2.0527  0.1220
H18 5.5593 -3.0876 -0.2019  0.0790
H19 5.9366 -1.4436 -0.0692  0.0735
H20 4.4321 -1.8216 -0.9245  0.0877
H21 4.3419 -0.3155 4.2835  0.0659
H22 5.1039 0.7091 3.3718  0.0695
C10 -4.5935 4.7860 -0.6061  -0.0683
C11 -3.2839 4.2472 0.0413  -0.4256
C12 -3.0110 4.9046 1.4658  -0.1781
O6 -1.8127 4.2813 1.9097  -0.1918
C13 -1.5668 4.7870 3.1503  -0.1699
N3 -3.2100 2.8033 0.0157  0.0424
H23 -4.5427 5.8513 -0.8316  0.0674
H24 -5.2683 4.6993 0.2455  0.0679
H25 -4.8089 4.2538 -1.5326  0.0707
H26 -2.4820 4.6337 -0.5878  0.1250
H27 -3.8191 4.6466 2.1503  0.1178
H28 -2.8528 5.9831 1.4671  0.1228
H29 -2.2729 4.2282 3.7645  0.0918
H30 -1.6687 5.8636 3.2867  0.0863
H31 -0.5848 4.5686 3.5698  0.0892
H32 -3.9008 2.4385 0.6559  0.0748
H33 -3.3844 2.4597 -0.9179  0.0717
C14 2.1463 3.4208 -3.6337  -0.2137
O7 2.5790 3.1692 -2.3653  -0.1009
H34 2.9124 3.2171 -4.3817  0.0767
H35 1.1935 2.9641 -3.9016  0.0832
H36 1.9653 4.4926 -3.7147  0.0705
H37 3.4870 3.4544 -2.2397  0.0839


(3)
I2OS | the ωB97M-V functional and the def2-TZVPD basis

Calculated values
Spin multiplicity: 1
E_LUMO, eV: -1.6
E_HOMO, eV: -9.270
ΔE to the lowest compared entry with this formula, charge and spin, eV: 2.189
HOMO-LUMO gap, eV: 7.6

Last column: Löwdin charge in e.
Positions of all 4 atoms, in Å:
O1 -0.1322 0.7637 -1.2815  -0.9719
S1 -0.3438 -0.3947 1.8991  -0.3942
I1 0.3058 -2.7047 1.7215  0.3028
I2 0.8924 0.7570 0.2291  1.0633


(4)
C64H143B4F16N15O5 | the ωB97M-V functional and the def2-TZVPD basis

Calculated values
Spin multiplicity: 1
E_LUMO, eV: -9.7
Total charge: +6
E_HOMO, eV: -18.870
HOMO-LUMO gap, eV: 9.1

Last column: Löwdin charge in e.
Positions of all 247 atoms, in Å:
C1 -6.7262 -1.5293 0.8676  0.0099
N1 -7.7783 -2.5449 0.6455  -0.3865
C2 -8.8254 -1.9415 -0.1503  -0.0067
C3 -7.1484 -3.6499 -0.1298  0.0148
C4 -8.3159 -3.0850 1.9278  -0.1012
C5 -7.3985 -3.9885 2.6735  -0.2490
O1 -6.2454 -3.3927 3.1706  -0.0434
H1 -6.0727 -1.5670 -0.0203  0.1061
H2 -6.1206 -1.7954 1.7150  0.0808
H3 -7.2317 -0.5703 0.8662  0.1088
H4 -9.4344 -2.7285 -0.6090  0.1284
H5 -8.4260 -1.4458 -1.0483  0.1220
H6 -9.4106 -1.3325 0.5211  0.1212
H7 -7.9504 -4.3940 -0.1638  0.1268
H8 -6.2965 -4.0653 0.4127  0.0896
H9 -7.0365 -3.3238 -1.1579  0.1147
H10 -9.2575 -3.6339 1.7143  0.1682
H11 -8.6168 -2.2400 2.5593  0.1555
H12 -7.1375 -4.8877 2.1138  0.1267
H13 -8.0733 -4.2903 3.4651  0.1454
H14 -6.3626 -3.0583 4.0743  0.1253
C6 -3.2005 -4.1381 -1.1414  0.0092
N2 -2.1727 -3.7078 -0.1516  -0.3524
C7 -1.1415 -4.6773 -0.2103  -0.0401
C8 -1.5910 -2.3903 -0.6377  0.0186
C9 -2.6876 -3.4964 1.2655  -0.0762
C10 -3.1126 -4.7462 1.9494  -0.2191
O2 -4.2585 -5.2285 1.3044  -0.0666
H15 -2.7536 -4.2074 -2.1492  0.1240
H16 -4.0082 -3.4051 -1.1722  0.1022
H17 -3.5268 -5.1220 -0.8640  0.0952
H18 -0.5639 -4.4035 -1.1219  0.1109
H19 -1.5589 -5.6803 -0.3875  0.1321
H20 -0.4869 -4.6483 0.6433  0.0831
H21 -1.2911 -2.5618 -1.6732  0.1024
H22 -0.7956 -2.0785 0.0389  0.1131
H23 -2.4178 -1.6597 -0.6288  0.0983
H24 -3.5417 -2.8102 1.1778  0.1311
H25 -1.8612 -3.0090 1.7729  0.1226
H26 -3.2675 -4.3517 2.9874  0.1525
H27 -2.4051 -5.5803 2.0718  0.1410
H28 -4.5712 -6.1060 1.5550  0.1242
C11 4.6264 -4.8570 5.9019  -0.0380
C12 4.2927 -5.3648 4.5203  -0.1930
N3 5.3919 -6.0878 3.9136  -0.0372
C13 6.6104 -5.6209 3.6228  -0.0048
C14 7.3202 -6.6706 3.1191  -0.0210
N4 6.5471 -7.7695 3.1138  -0.0956
C15 5.3475 -7.4120 3.6112  0.0176
C16 6.9186 -9.1143 2.6738  0.0371
H29 3.7069 -4.5260 6.3793  0.0869
H30 5.3254 -4.0154 5.8666  0.0816
H31 5.1210 -5.6481 6.4856  0.0989
H32 4.0685 -4.5344 3.8370  0.1035
H33 3.3675 -5.9532 4.4591  0.1287
H34 7.0320 -4.6239 3.7369  0.1355
H35 8.3566 -6.7911 2.8311  0.1528
H36 4.4828 -8.0293 3.7663  0.1651
H37 5.9576 -9.6140 2.6495  0.0968
H38 7.5698 -9.6191 3.3908  0.1172
H39 7.4245 -9.0810 1.6968  0.1116
C17 -1.6943 0.8126 5.0834  -0.0446
C18 -1.0439 -0.3022 4.2587  -0.1589
N5 0.2157 0.0429 3.6021  -0.0315
C19 0.3417 0.9677 2.5834  0.0090
C20 1.6503 0.9606 2.2033  -0.0055
N6 2.3175 0.0206 2.9582  -0.0639
C21 1.4249 -0.5677 3.7925  0.0231
C22 3.7616 -0.2024 3.1269  0.0321
H40 -1.9085 1.6841 4.4790  0.0628
H41 -1.1643 1.1882 5.9615  0.0908
H42 -2.6160 0.3717 5.4425  0.0734
H43 -1.6906 -0.5095 3.4028  0.1068
H44 -0.8788 -1.1633 4.9099  0.1326
H45 -0.5548 1.5140 2.3017  0.1290
H46 2.1148 1.6482 1.5400  0.1100
H47 1.6889 -1.3630 4.4863  0.1756
H48 4.1178 0.4401 3.9449  0.1252
H49 4.2936 0.0291 2.1950  0.0864
H50 3.8927 -1.2520 3.3819  0.0834
C23 2.6766 -7.7665 -2.5308  -0.0601
C24 2.2451 -6.9631 -1.3025  -0.1411
N7 3.3204 -6.1220 -0.6687  -0.0326
C25 3.0261 -5.2235 0.2966  -0.0158
C26 4.2031 -4.5958 0.5884  -0.0152
N8 5.1625 -5.1325 -0.1981  -0.0615
C27 4.6399 -6.0733 -0.9892  -0.0041
C28 6.5971 -4.6949 -0.1625  0.0644
H51 2.4968 -7.1886 -3.4545  0.0832
H52 2.0465 -8.6698 -2.6336  0.1011
H53 3.7329 -8.0971 -2.5090  0.0784
H54 1.8078 -7.5369 -0.4888  0.1306
H55 1.4321 -6.3126 -1.6524  0.1110
H56 2.0585 -5.0309 0.7352  0.1097
H57 4.4973 -3.8123 1.2891  0.1283
H58 5.1594 -6.6984 -1.7054  0.1598
H59 6.8748 -4.4698 -1.1895  0.0866
H60 7.1758 -5.5247 0.2413  0.1013
H61 6.6347 -3.7686 0.3974  0.0716
C29 6.7355 2.1515 0.7744  -0.0585
C30 6.7912 3.5341 0.1804  -0.1435
N9 7.4783 3.5038 -1.1529  -0.0267
C31 7.1541 2.8289 -2.3100  -0.0053
C32 8.0940 3.1450 -3.2461  -0.0193
N10 8.9482 4.0219 -2.6986  -0.0937
C33 8.5833 4.2430 -1.4114  0.0221
C34 10.0919 4.7332 -3.2893  0.0361
H62 6.1237 2.1629 1.6722  0.0848
H63 7.7477 1.7607 0.9481  0.1041
H64 6.1644 1.4873 0.1180  0.0583
H65 7.3082 4.2245 0.8470  0.1303
H66 5.8164 3.9834 -0.0685  0.1224
H67 6.1835 2.4099 -2.4730  0.1176
H68 8.1208 2.9355 -4.3068  0.1475
H69 9.1006 4.8351 -0.6822  0.1684
H70 10.7042 5.1518 -2.4857  0.1049
H71 9.6761 5.5573 -3.9035  0.1206
H72 10.7732 4.0389 -3.8029  0.1165
C35 4.6438 -4.2616 -4.8846  -0.0629
C36 5.5602 -3.2067 -4.2875  -0.1260
N11 4.9748 -2.5549 -3.0742  -0.0469
C37 5.6720 -1.8851 -2.1473  -0.0295
C38 4.8266 -1.4421 -1.1957  -0.0109
N12 3.5676 -1.8546 -1.5699  -0.0364
C39 3.6979 -2.5486 -2.7479  -0.0105
C40 2.3318 -1.6756 -0.7648  0.0348
H73 4.5447 -5.0810 -4.1443  0.0774
H74 5.1266 -4.7189 -5.7446  0.0972
H75 3.7131 -3.8376 -5.2631  0.0843
H76 5.7408 -2.4170 -5.0140  0.1386
H77 6.4812 -3.6382 -3.9136  0.1257
H78 6.7492 -1.9287 -2.2054  0.1511
H79 5.0257 -0.9614 -0.2490  0.1200
H80 2.8749 -2.9731 -3.2736  0.1508
H81 2.6113 -1.5149 0.2586  0.0832
H82 1.7493 -2.5980 -0.8074  0.0785
H83 1.7793 -0.8262 -1.1974  0.0912
C41 -6.2996 7.1090 3.3605  -0.0225
C42 -7.0485 6.0407 2.5306  -0.1851
N13 -6.6847 4.6555 2.7340  -0.2778
C43 -7.4115 3.7695 1.7434  0.0372
C44 -5.2225 4.4243 2.5447  -0.1617
C45 -4.5935 4.7734 1.1647  -0.0318
C46 -7.0223 4.2006 4.1408  -0.0771
C47 -7.1226 2.7393 4.4251  -0.2141
O3 -5.8516 2.1516 4.1673  -0.1962
C48 -5.9117 0.7755 4.5951  -0.0681
H84 -6.6220 7.1311 4.3996  0.0862
H85 -6.5371 8.1236 3.0130  0.1056
H86 -5.2171 6.9120 3.3691  0.0795
H87 -6.7802 6.2124 1.4920  0.1200
H88 -8.1324 6.1487 2.6010  0.1478
H89 -7.1225 2.7211 1.7757  0.1085
H90 -7.1119 4.1164 0.7561  0.0903
H91 -8.4909 3.9158 1.8247  0.1270
H92 -5.0733 3.4040 2.8716  0.0998
H93 -4.6931 5.0098 3.3021  0.1283
H94 -4.6679 5.8400 0.9632  0.0791
H95 -4.9813 4.1342 0.3591  0.0582
H96 -3.5212 4.5438 1.2136  0.0878
H97 -7.9523 4.7287 4.3910  0.1596
H98 -6.2715 4.5844 4.8438  0.1564
H99 -7.9719 2.2650 3.9188  0.1335
H100 -7.3287 2.7577 5.4852  0.1429
H101 -4.9729 0.2406 4.3802  0.0813
H102 -6.7810 0.2590 4.1197  0.0863
H103 -6.1569 0.6426 5.6714  0.1075
C49 1.6739 5.9794 -0.0700  -0.0464
C50 1.1730 6.9723 -1.1085  -0.1720
N14 1.2345 6.5091 -2.5214  -0.2570
C51 0.3578 5.3551 -2.7218  -0.0158
C52 0.8554 7.5954 -3.5121  -0.1426
C53 -0.5157 8.1879 -3.2503  -0.0544
C54 2.6768 5.9862 -2.7418  -0.0804
C55 2.9588 5.7958 -4.1742  -0.2150
O4 3.2634 7.0788 -4.7282  -0.2075
C56 3.6110 6.9382 -6.0789  -0.0969
H104 1.1186 5.0390 -0.0456  0.0792
H105 1.4090 6.4431 0.8752  0.0954
H106 2.7406 5.7813 -0.1319  0.0821
H107 1.7104 7.9011 -0.9796  0.1442
H108 0.1486 7.2744 -0.8775  0.1303
H109 -0.6599 5.5112 -2.3216  0.1091
H110 0.7295 4.5143 -2.1397  0.0862
H111 0.2242 5.1509 -3.7836  0.1147
H112 0.8898 7.1634 -4.5122  0.1274
H113 1.6497 8.3326 -3.3617  0.1481
H114 -0.7501 8.7964 -4.1505  0.1122
H115 -0.4468 9.0262 -2.5391  0.0928
H116 -1.3244 7.5644 -2.8940  0.0717
H117 2.8079 5.0464 -2.2017  0.1093
H118 3.4121 6.6749 -2.3019  0.1635
H119 2.1857 5.3027 -4.8040  0.1411
H120 3.8774 5.1904 -4.1585  0.1409
H121 2.7247 6.7490 -6.7088  0.1020
H122 4.4565 6.2434 -6.2490  0.1039
H123 3.9628 7.9191 -6.4149  0.1045
C57 -6.6518 3.2962 -2.8585  -0.0251
C58 -5.7350 2.6887 -3.9909  -0.1680
N15 -4.6384 1.7888 -3.6022  -0.2902
C59 -5.1230 0.7225 -2.6655  0.0157
C60 -4.1231 1.1303 -4.8845  -0.1241
C61 -3.5702 2.1347 -5.9274  -0.0269
C62 -3.5989 2.5976 -2.8863  -0.0831
C63 -2.3758 1.8618 -2.3771  -0.1952
O5 -1.6133 1.4323 -3.4812  -0.2040
C64 -0.2931 1.0127 -3.0997  -0.0642
H124 -7.1888 2.5407 -2.2787  0.0733
H125 -7.4249 3.8674 -3.3656  0.0939
H126 -6.1106 3.9495 -2.1721  0.0620
H127 -5.3274 3.4484 -4.6558  0.1186
H128 -6.3455 2.1424 -4.7347  0.1489
H129 -6.0457 0.2651 -3.0596  0.1265
H130 -5.2096 1.1228 -1.6648  0.0791
H131 -4.2942 0.0084 -2.6594  0.1035
H132 -4.9780 0.5366 -5.2179  0.1364
H133 -3.3446 0.4639 -4.5224  0.1147
H134 -2.6413 2.5715 -5.5319  0.0766
H135 -4.1997 3.0007 -6.1697  0.0831
H136 -3.4243 1.6080 -6.8736  0.1023
H137 -4.1398 3.1584 -2.1222  0.1269
H138 -3.1857 3.2933 -3.6086  0.1340
H139 -2.6532 1.0603 -1.6872  0.1054
H140 -1.8354 2.6721 -1.8618  0.1416
H141 0.2800 1.7609 -2.4791  0.0789
H142 0.3236 0.7767 -3.9923  0.1038
H143 -0.3084 0.0477 -2.4794  0.0925
B1 6.5544 -2.0417 2.6645  -1.0632
F1 7.7602 -2.8113 2.5229  0.0795
F2 5.6401 -2.6804 3.6147  0.0432
F3 6.8041 -0.6705 2.8757  0.1180
F4 5.8615 -2.1391 1.3517  -0.0210
B2 0.8725 -3.8891 3.1069  -1.0531
F5 -0.2316 -2.9946 3.2449  0.0877
F6 1.9273 -3.3576 2.1977  0.0128
F7 1.3783 -4.3294 4.3427  0.1303
F8 0.3812 -5.0619 2.3279  -0.0064
B3 3.1631 1.8454 -1.4310  -1.1581
F9 3.9586 2.9549 -1.7104  0.1156
F10 3.0182 0.9621 -2.5154  0.1090
F11 3.5970 1.1421 -0.2089  0.0297
F12 1.8308 2.3883 -1.1884  0.0211
B4 -3.4042 0.5512 1.2835  -1.1111
F13 -3.2056 1.6616 2.1483  0.0979
F14 -3.9097 -0.6088 2.0108  0.0485
F15 -4.3739 0.9045 0.2672  0.0443
F16 -2.1567 0.2433 0.6034  0.0436


Question: What is the spin multiplicity in the third record?
Answer: 1